No. 1
A molecular structure, C24H42AsBrN4O2PdSi2 at a distorted geometry, computed with the ωB97M-V functional and the def2-TZVPD basis.

Properties
* calculated total energy: -6825.9652 Eh
* orbital gap (alpha / beta): 6.8836 / 6.8811 eV
* HOMO level (alpha / beta): -7.3632 / -7.3631 eV
* ΔE to the lowest compared entry with this formula, charge and spin: 74.4 kJ/mol

The geometry in XYZ format:
```
77
Properties=species:S:1:pos:R:3:mulliken_charge:R:1
Pd -0.03 0.10 -0.40 -0.0147
Br -2.61 4.47 -0.82 -0.1596
As 0.31 -2.21 -0.90 0.0209
Si 1.17 -3.66 0.73 0.3253
Si -1.98 -2.84 -0.93 0.4544
O 0.17 2.20 -1.72 -0.7422
O -0.12 2.26 0.48 -0.7910
N 2.11 0.08 -0.47 0.3524
N 2.94 0.60 1.65 0.3216
N -2.38 0.93 -0.57 0.4363
N 4.38 0.51 -0.17 0.1944
C 2.95 -3.19 1.13 -1.0477
C 1.66 0.24 2.25 -1.1101
C 1.69 6.24 -0.53 -0.7408
C 3.42 1.89 2.14 -1.1589
C 0.19 -3.80 2.33 -1.1039
C 1.22 -5.33 -0.12 -1.0486
C -5.94 0.58 -1.52 -0.7144
C -4.40 0.72 0.77 -0.2648
C -2.30 -4.69 -1.12 -1.2084
C 0.09 2.81 -0.65 1.1939
C -5.77 0.55 0.86 -0.6565
C 0.58 7.08 -0.59 -0.5046
C 5.50 0.04 0.63 -1.1987
C -2.82 -2.28 0.66 -0.8350
C 0.24 4.31 -0.65 -0.1009
C -4.56 0.74 -1.62 -0.3477
C 4.60 0.44 -1.60 -1.2597
C -2.61 -2.00 -2.48 -0.9313
C 1.51 4.87 -0.57 -0.2033
C -0.69 6.55 -0.70 -0.5659
C -0.84 5.17 -0.71 0.2599
C -3.78 0.80 -0.48 -0.3561
C 3.10 0.38 0.30 -0.0334
C -6.55 0.48 -0.28 -0.5020
H 1.38 -0.77 1.94 0.1570
H -1.73 -5.11 -1.94 0.3301
H 0.22 -5.65 -0.42 0.2374
H 0.71 8.16 -0.56 0.3689
H -2.11 -1.04 -2.62 0.1154
H 5.60 0.80 -1.82 0.3482
H 2.68 6.66 -0.46 0.3870
H 3.44 -3.98 1.72 0.5220
H -4.10 0.84 -2.60 0.4959
H -3.69 -1.83 -2.47 0.3467
H 6.34 0.72 0.54 0.3562
H -0.81 -4.19 2.13 0.2543
H 5.82 -0.95 0.29 0.3599
H -3.36 -4.85 -1.33 0.3766
H -2.05 -5.24 -0.21 0.3055
H 1.83 -5.28 -1.02 0.2902
H 0.68 -4.47 3.03 0.4114
H 5.21 -0.04 1.67 0.3911
H 3.67 1.81 3.20 0.3127
H -2.37 -2.62 -3.35 0.3941
H -2.07 1.31 -1.46 0.2851
H 0.07 -2.83 2.81 0.3351
H 2.35 -0.15 -1.43 -0.0314
H -7.62 0.35 -0.21 0.4100
H 4.51 -0.59 -1.98 0.3728
H -3.90 -2.13 0.51 0.3556
H 3.89 1.08 -2.13 0.3799
H 2.37 4.21 -0.53 0.4701
H 0.87 0.94 1.98 0.2987
H 3.52 -3.05 0.21 0.2042
H -3.79 0.79 1.66 0.4259
H 2.63 2.65 2.04 0.2904
H -6.54 0.53 -2.42 0.3945
H 3.02 -2.26 1.70 0.2461
H -2.00 1.47 0.20 0.3471
H -2.68 -3.02 1.45 0.4417
H 1.63 -6.10 0.54 0.3644
H 1.79 0.24 3.33 0.4367
H -2.41 -1.33 1.00 0.0305
H -6.23 0.49 1.84 0.3841
H -1.56 7.19 -0.76 0.3956
H 4.29 2.22 1.59 0.4436
```


No. 2
A molecular structure, C24H42IIrN5O7S2Si, computed with the ωB97M-V functional and the def2-TZVPD basis.

Properties
* calculated total energy: -3228.1968 Eh
* orbital gap: 7.8998 eV
* HOMO level: -10.5655 eV
* total charge: +1
* ΔE to the lowest compared entry with this formula, charge and spin: 0.0 kJ/mol

The geometry in XYZ format:
```
83
Properties=species:S:1:pos:R:3:mulliken_charge:R:1
Ir 0.72 0.58 1.42 3.8135
I 0.67 5.89 -0.56 0.0980
S 0.75 0.72 3.71 -0.5269
S -1.64 0.62 1.35 -1.1752
Si -1.40 0.76 -0.75 0.5658
O 1.15 2.60 1.17 -0.7971
O -1.13 -3.24 2.59 -0.7547
O 0.51 -1.43 1.65 -0.2634
O -1.75 2.19 -1.41 -0.2247
O 0.30 0.62 -0.76 -1.0287
O -2.17 -0.36 -1.61 -0.0218
O 2.46 -2.05 0.74 -0.9594
N -0.74 3.67 1.84 -0.0100
N 4.49 0.06 4.68 -0.8075
N 3.17 0.30 4.98 0.2137
N 2.86 0.35 1.54 -1.0247
N 3.28 0.31 2.88 0.1063
C -1.54 -2.57 -0.83 -1.3594
C 1.70 -4.72 0.75 -0.7036
C -0.65 -5.45 2.02 -0.6858
C 1.35 -2.33 1.24 1.2438
C -2.58 -1.74 -1.56 1.7225
C -4.10 1.93 -2.04 -1.5995
C -0.29 -4.11 1.98 0.6862
C -2.73 -2.19 -3.00 -1.8395
C 4.54 0.06 3.39 1.0251
C 1.16 0.67 -1.97 1.5304
C 2.60 0.64 -1.50 -1.7141
C 5.74 -0.17 2.55 -1.2108
C -2.98 2.89 -1.69 1.5268
C 2.41 0.44 3.90 0.3148
C 1.34 -6.05 0.79 -0.7594
C 0.90 -3.73 1.34 0.1207
C 0.51 3.65 1.42 0.8639
C -2.66 3.80 -2.87 -1.6831
C -3.34 3.71 -0.47 -1.3367
C 0.90 1.96 -2.73 -1.5647
C -3.92 -1.79 -0.83 -1.8192
C 0.87 -0.55 -2.82 -1.4283
C 0.15 -6.41 1.43 -0.3505
C 1.23 4.95 1.27 -1.4595
H -2.42 3.21 -3.75 0.3766
H -0.14 -7.45 1.47 0.4118
H -1.44 -2.24 0.20 0.1182
H 2.81 1.54 -0.92 0.2046
H 1.02 2.82 -2.08 0.1110
H 2.92 -0.62 1.11 0.3607
H 5.98 0.72 1.96 0.3025
H 2.61 -4.41 0.27 0.4456
H -1.57 -5.72 2.53 0.4838
H -3.81 1.29 -2.88 0.2992
H 2.87 0.31 5.94 0.1841
H 5.57 -1.00 1.87 0.2950
H 3.40 1.04 1.04 0.3739
H -3.41 -1.53 -3.54 0.3512
H 1.62 2.04 -3.55 0.5489
H -4.99 2.49 -2.31 0.5520
H -3.14 -3.20 -3.04 0.4286
H -2.54 4.42 -0.23 0.0814
H -3.52 4.43 -3.11 0.4628
H -4.65 -1.18 -1.35 0.3995
H 1.51 -0.54 -3.70 0.4794
H -1.22 4.55 1.95 0.3519
H -0.79 -2.34 2.45 0.1270
H -4.34 1.28 -1.19 0.2357
H 1.96 -6.80 0.32 0.4357
H -0.57 -2.51 -1.33 0.0176
H -4.26 4.28 -0.65 0.4998
H 0.99 5.65 2.07 0.5628
H -1.81 4.44 -2.63 0.2302
H 2.81 -0.27 -0.94 0.2174
H -1.84 -3.62 -0.82 0.7938
H -1.77 -2.20 -3.51 0.3930
H 2.30 4.77 1.22 0.4204
H -0.10 1.99 -3.15 0.2549
H -3.52 3.06 0.39 0.2993
H 6.58 -0.40 3.20 0.3647
H -0.17 -0.55 -3.15 0.2269
H 3.26 0.66 -2.37 0.6536
H -1.29 2.80 1.80 -0.0472
H -4.29 -2.81 -0.78 0.4926
H -3.80 -1.42 0.19 0.2717
H 1.06 -1.47 -2.25 0.2039
```


No. 3
11 unconnected molecules or ions with the total composition C24H42N10O5P2 at a distorted geometry, computed with the ωB97M-V functional and the def2-TZVPD basis.

Properties
* calculated total energy: -2546.0978 Eh
* structure (SMILES): O=C(O)CCC[PH3]P(=O)(O)O.CC#N.CC#N.CC#N.CC#N.CC#N.CC#N.CC#N.CC#N.CC#N.CC#N
* orbital gap: 8.1546 eV
* HOMO level: -8.1771 eV

The geometry in XYZ format:
```
83
Properties=species:S:1:pos:R:3:mulliken_charge:R:1
P 1.69 -3.46 0.81 0.7181
P 0.42 -4.02 -0.97 0.2058
O 1.08 -4.32 2.07 -0.4917
O -3.29 -3.10 0.22 -0.4668
O -3.44 -5.30 -0.02 -0.5771
O 1.30 -1.93 1.17 -0.3469
O 3.13 -3.66 0.60 -0.7378
N 5.37 4.62 4.80 -0.3442
N 2.33 -7.69 0.15 -0.4519
N -0.58 0.01 0.33 -0.5136
N 0.13 4.44 1.72 -0.5897
N -1.90 3.16 6.22 -0.4496
N 3.55 -0.07 -6.60 -0.4795
N -1.31 3.03 -8.22 -0.3821
N 1.37 -4.56 6.93 -0.3860
N -4.94 7.61 6.45 -0.4343
N -0.04 -2.31 -4.83 -0.4081
C -0.06 3.91 -10.33 -0.7716
C -1.91 -3.40 -2.46 -0.3895
C -4.48 8.05 5.50 0.4025
C 1.25 -3.75 6.13 0.2500
C 1.45 1.48 -6.71 -0.6299
C 4.36 4.83 4.29 0.2474
C -0.76 3.41 -9.15 0.3597
C -0.97 2.71 3.33 -0.5612
C -3.34 -4.22 -0.55 0.5072
C 2.63 0.61 -6.65 0.3820
C 0.15 0.88 0.14 0.5542
C -3.99 4.72 6.32 -0.6700
C -3.26 -4.03 -2.05 -0.7359
C 1.11 -2.72 5.10 -0.3835
C -0.35 3.67 2.43 0.5084
C -3.90 8.61 4.28 -0.7389
C 1.08 1.98 -0.10 -0.8964
C 3.33 -6.97 2.45 -0.7472
C 1.03 -2.54 -5.17 0.4204
C -0.76 -4.42 -2.40 -1.0990
C 3.08 5.10 3.65 -0.5361
C 2.40 -2.84 -5.59 -0.8319
C -2.82 3.84 6.26 0.3820
C 2.77 -7.40 1.17 0.4048
H 0.33 -1.89 1.21 0.2790
H -2.05 2.84 3.33 0.2246
H 0.62 -5.10 1.73 0.3141
H -4.68 8.77 3.54 0.2693
H 1.03 -5.30 -1.00 0.0518
H -3.68 5.71 6.64 0.1574
H 0.41 4.86 -10.11 0.2672
H 2.43 -3.82 -6.08 0.3035
H -4.71 4.33 7.04 0.2991
H -3.15 7.93 3.89 0.2443
H -1.18 -5.42 -2.24 0.5941
H 1.04 -2.98 -1.72 0.0190
H -0.60 2.86 4.34 0.2630
H -0.74 1.70 3.01 0.1812
H 1.50 -1.78 5.47 0.3178
H 2.94 6.18 3.54 0.2732
H -1.96 -2.99 -3.45 0.4165
H 2.58 -7.08 3.23 0.2616
H 0.67 1.09 -6.06 0.2881
H -4.09 -3.45 -2.43 0.3561
H 1.07 1.52 -7.73 0.1209
H -3.43 9.57 4.51 0.2792
H -4.45 4.78 5.34 0.2647
H 2.73 -2.07 -6.28 0.2337
H 2.27 4.70 4.25 0.1513
H 1.94 1.87 0.55 0.2700
H 3.06 4.64 2.66 0.1908
H 3.06 -2.85 -4.73 0.2715
H -3.30 -5.02 -2.49 0.3837
H -0.73 -3.68 -0.16 -0.0194
H 0.06 -2.61 4.84 0.2429
H 1.66 -3.02 4.21 -0.0479
H 3.62 -5.93 2.38 0.2244
H 0.58 2.92 0.12 0.2848
H -0.77 4.05 -11.15 0.2866
H -1.72 -2.57 -1.76 0.1489
H -0.23 -4.44 -3.35 0.4186
H -3.03 -2.34 -0.32 0.3745
H 1.40 1.97 -1.14 0.3336
H 1.72 2.48 -6.39 0.3033
H 4.19 -7.58 2.70 0.3386
H 0.70 3.20 -10.64 0.2722
```


No. 4
9 unconnected molecules or ions with the total composition C24H42N6O3S3 at a distorted geometry, computed with the ωB97M-V functional and the def2-TZVPD basis.

Properties
* calculated total energy: -2688.2522 Eh
* orbital gap: 7.9248 eV
* HOMO level: -7.5262 eV
* ΔE to the lowest compared entry with this formula, charge and spin: 203.5 kJ/mol

The geometry in XYZ format:
```
78
Properties=species:S:1:pos:R:3:mulliken_charge:R:1
S 1.50 2.98 1.58 0.1493
S 2.59 0.86 -3.93 0.3436
S -2.93 2.93 -3.54 0.4909
O 1.51 -0.04 -3.41 -0.5507
O -2.43 4.34 -3.89 -0.6617
O 1.55 2.28 0.22 -0.4275
N 3.17 -2.16 3.68 -0.0150
N 1.56 -3.59 -3.56 0.0592
N -0.82 -1.17 0.94 -0.5287
N -1.65 -1.40 -2.14 -0.3101
N -3.46 2.72 1.20 -0.5292
N -0.92 0.47 6.55 0.0529
C -3.60 1.60 1.45 0.5118
C 1.60 2.29 -4.49 -0.9122
C -0.03 -0.87 0.21 -0.0307
C 2.45 -5.56 -2.95 -0.5573
C 1.15 -5.78 -3.25 -0.3215
C 4.37 -2.66 1.87 -0.6556
C 3.00 -2.55 1.47 -0.1228
C -3.80 0.22 1.79 -0.5660
C -1.84 2.45 -2.08 -0.1430
C 3.60 1.43 -2.48 -0.4710
C 0.56 -4.58 -3.60 -0.5750
C -4.35 3.26 -2.48 -0.8683
C 4.50 -2.39 3.28 -0.5340
C -1.08 0.17 4.30 0.8659
C 2.31 -2.17 2.58 -0.7869
C -1.70 1.46 6.08 -1.0473
C -2.76 -1.25 -2.39 0.4190
C 0.91 -0.33 -0.75 -0.0110
C -4.18 -1.05 -2.65 -0.8858
C 2.72 -4.17 -3.11 -0.3880
C -0.34 3.20 1.81 -0.5271
C -1.72 1.38 4.62 -0.4631
C -0.59 -0.43 5.49 -1.0172
C 1.63 1.45 2.68 -0.5754
H -0.84 2.17 -2.40 -0.2070
H -0.79 2.30 1.39 -0.1743
H -2.14 2.11 3.95 0.5818
H -4.68 -2.01 -2.75 0.3520
H 1.24 -2.19 2.69 0.4685
H -4.23 -0.44 -3.55 0.2670
H -4.67 -0.42 -1.90 0.1867
H -4.22 -0.31 0.93 0.2508
H 5.37 -2.10 3.85 0.3440
H 1.16 -1.00 -1.57 0.3120
H 0.98 2.77 -3.74 0.1828
H 1.36 -2.62 -3.70 0.2268
H 1.53 1.50 3.76 0.5083
H 2.98 1.14 -1.64 -0.1195
H 2.67 1.18 2.53 0.3677
H 5.16 -2.83 1.16 0.3775
H -2.82 -0.19 2.03 -0.0227
H 3.64 -3.60 -3.12 0.4185
H 4.61 1.02 -2.45 0.3645
H -2.27 1.61 -1.54 -0.0182
H -0.61 3.31 2.86 0.3873
H -1.73 3.24 -1.34 0.3926
H -4.61 2.38 -1.88 0.1975
H -4.64 4.22 -2.05 0.3627
H -2.14 2.23 6.69 0.3999
H -0.96 -0.07 3.25 0.0622
H 3.61 2.52 -2.40 0.3505
H -0.61 4.06 1.19 0.4161
H -0.66 0.40 7.52 0.2169
H -0.43 -4.25 -3.90 0.3670
H 2.18 3.09 -4.95 0.4094
H 0.70 -6.76 -3.24 0.3942
H -4.53 0.46 2.57 0.3962
H 0.98 0.62 2.39 -0.2323
H 2.67 -2.74 0.46 0.7344
H 2.96 -1.95 4.65 0.2109
H 1.93 -0.32 -0.35 0.4314
H 3.12 -6.35 -2.63 0.3737
H -5.09 3.21 -3.27 0.3782
H 0.00 -1.32 5.65 0.4449
H 0.81 1.93 -5.15 0.3571
H 0.57 0.64 -1.08 -0.1290
```


No. 5
9 unconnected molecules or ions with the total composition C24H42O12 at a distorted geometry, computed with the ωB97M-V functional and the def2-TZVPD basis.

Properties
* calculated total energy: -1842.1766 Eh
* structure (SMILES): Oc1ccc(O)cc1.Oc1ccc(O)cc1.Oc1ccc(O)cc1.CO.CO.CO.CO.CO.CO
* orbital gap: 7.9910 eV
* HOMO level: -7.7274 eV
* ΔE to the lowest compared entry with this formula, charge and spin: 962.5 kJ/mol

The geometry in XYZ format:
```
78
Properties=species:S:1:pos:R:3:mulliken_charge:R:1
O 15.96 38.94 40.57 -0.4420
O 12.20 43.15 42.60 -0.4943
O 13.40 43.95 45.02 -0.4291
O 10.10 47.30 47.85 -0.5473
O 11.26 40.77 43.84 -0.1921
O 19.61 38.66 47.49 -0.5861
O 15.84 35.15 45.25 -0.4412
O 16.82 41.52 42.21 -0.4530
O 12.73 36.91 46.53 -0.4280
O 13.01 38.13 41.82 -0.3883
O 21.98 41.63 44.34 -0.4932
O 14.59 40.06 43.26 -0.1675
C 11.29 45.14 45.17 -0.3058
C 19.04 36.42 46.75 -0.7623
C 19.94 40.54 44.04 -0.2931
C 13.05 45.47 46.75 -0.4143
C 12.55 44.81 45.63 0.4505
C 13.32 43.08 41.60 -0.5909
C 18.63 40.43 43.50 -0.4451
C 17.42 38.23 46.68 -0.4905
C 12.41 37.22 42.73 -0.7480
C 16.75 36.05 45.79 0.7362
C 16.86 37.72 40.45 -0.7206
C 20.71 41.72 43.92 0.3274
C 10.14 40.63 43.01 -0.7871
C 14.14 40.14 44.63 -0.4904
C 12.28 46.44 47.39 -0.5765
C 18.84 42.73 42.61 -0.6027
C 18.12 41.61 42.76 0.3608
C 10.52 45.97 45.87 -0.3520
C 13.14 35.65 47.08 -0.6611
C 16.41 37.44 45.99 0.5890
C 18.70 37.83 46.96 0.6084
C 17.99 35.55 46.16 -0.4955
C 20.16 42.76 43.10 -0.3372
C 10.95 46.55 47.06 0.7005
H 9.45 46.12 45.88 0.1326
H 22.57 42.30 44.20 0.2925
H 14.24 42.54 41.81 0.2465
H 14.10 45.56 47.09 0.3164
H 10.67 40.52 41.90 0.2047
H 19.35 39.52 48.01 0.3551
H 9.77 41.59 42.99 0.4078
H 13.09 43.55 44.21 0.1371
H 11.72 36.73 42.04 0.3505
H 16.04 34.36 45.57 0.2597
H 17.07 39.24 46.88 0.1960
H 11.81 42.49 43.07 0.3975
H 10.85 44.41 44.43 0.1200
H 12.91 42.68 40.63 0.2697
H 20.10 36.30 46.80 0.3869
H 16.59 36.90 41.16 0.2218
H 13.52 37.10 46.04 0.2159
H 12.17 35.11 47.29 0.2908
H 13.12 36.73 43.30 0.2740
H 13.61 35.18 46.21 0.1969
H 18.38 34.48 45.95 0.2019
H 16.26 41.20 42.94 0.1372
H 13.75 41.09 44.76 0.1344
H 12.39 38.58 41.33 0.2109
H 20.34 39.53 44.65 0.1326
H 15.16 38.67 40.99 0.2699
H 13.44 44.17 41.38 0.2714
H 13.95 35.47 47.70 0.3491
H 16.85 37.19 39.43 0.2776
H 18.14 39.53 43.44 0.8211
H 18.42 43.55 41.92 0.2649
H 14.91 40.16 45.35 0.1145
H 12.61 46.79 48.32 0.3813
H 20.98 43.47 43.14 0.2183
H 15.51 37.94 45.73 -0.4916
H 13.82 39.54 43.02 -0.0120
H 10.85 41.00 44.68 0.2090
H 13.49 39.36 44.85 0.4195
H 9.16 47.03 47.60 0.3060
H 17.85 37.84 40.73 0.3714
H 9.16 39.88 43.32 0.1873
H 11.85 37.84 43.33 0.3152
```


No. 6
6 unconnected molecules or ions with the total composition C24H42O15S3 at a distorted geometry, computed with the ωB97M-V functional and the def2-TZVPD basis.

Properties
* calculated total energy: -3262.5010 Eh
* structure (SMILES): C[C@H]1COC(=O)O1.C[C@H]1COC(=O)O1.C[C@H]1COC(=O)O1.O=S1(=O)CCCC1.O=S1(=O)CCCC1.O=S1(=O)CCCC1
* orbital gap: 10.4389 eV
* HOMO level: -10.4446 eV
* ΔE to the lowest compared entry with this formula, charge and spin: 0.0 kJ/mol

The geometry in XYZ format:
```
84
Properties=species:S:1:pos:R:3:mulliken_charge:R:1
S -0.66 -0.20 0.37 0.9873
S -0.26 2.61 4.63 1.2071
S -5.51 -2.65 0.28 1.1924
O 5.07 -2.21 2.32 -0.5916
O 0.45 0.64 0.71 -0.4027
O 0.34 1.67 -7.14 -0.5825
O -4.77 -2.75 1.57 -0.6502
O -0.88 1.92 -5.28 -0.3130
O 3.32 -5.13 -3.45 -0.3275
O 2.55 -3.81 -1.97 -0.1831
O -6.92 -2.66 0.27 -0.6748
O -1.85 0.28 -0.27 -0.6819
O 4.54 -0.38 1.19 -0.3690
O 0.81 2.02 5.44 -0.7315
O 3.45 -5.78 -1.25 -0.6065
O 3.66 -0.55 3.23 -0.4029
O 0.40 3.65 -5.94 -0.2784
O -1.01 1.86 3.65 -0.5944
C 2.83 -4.06 -4.19 -0.2701
C 2.51 -3.12 -3.14 0.6084
C 3.24 -1.73 -3.21 -1.9147
C 3.19 0.66 2.71 1.5557
C -0.31 3.96 -4.77 -0.4548
C -4.98 -1.21 -0.70 -1.2922
C 3.61 1.70 3.62 -1.4543
C -1.69 4.68 4.85 -0.4694
C 3.80 0.83 1.31 -0.0787
C 4.45 -1.15 2.27 0.6085
C -1.23 3.55 5.62 -0.7185
C 0.19 -2.16 1.88 -0.9688
C 0.70 -2.39 0.52 -1.2600
C 0.02 -1.49 -0.55 -0.1344
C -0.39 5.18 4.10 -0.9288
C 0.56 4.04 3.80 -0.4915
C -0.44 2.18 -2.98 -0.8670
C -1.03 2.76 -4.24 0.4309
C 3.07 -5.02 -2.18 0.5639
C -0.05 2.38 -6.20 0.5736
C -4.30 -3.12 -2.07 -0.8814
C -4.96 -3.92 -0.87 -0.6277
C -3.84 -1.76 -1.62 0.3916
C -0.99 -1.19 1.86 -0.2686
H 0.75 -0.86 -1.18 -0.1389
H -2.56 4.39 4.04 0.2379
H -4.32 -4.49 -0.15 0.3499
H 2.05 0.54 2.78 -0.4643
H 1.68 -2.50 0.43 0.8059
H 3.02 -1.20 -2.40 0.4486
H -5.81 -0.88 -1.22 0.4856
H -0.17 6.14 4.49 0.4178
H 3.40 1.27 4.55 0.4687
H 3.00 0.79 0.48 -0.0804
H 0.47 4.51 -4.05 0.2299
H -2.13 3.13 5.99 0.4009
H -0.83 1.29 -2.68 0.1856
H -1.88 -1.81 1.67 0.2484
H 0.84 -1.75 2.69 0.1472
H -1.28 -0.37 2.70 0.2260
H 4.27 1.74 1.19 0.4167
H -0.59 5.62 3.10 0.2995
H 0.63 1.69 -3.31 0.2126
H -2.08 3.17 -4.18 0.3292
H 1.45 -2.99 -3.21 0.1437
H -1.09 4.80 -4.66 0.2722
H -0.37 2.81 -1.94 0.2320
H -2.11 5.53 5.58 0.2981
H 4.80 1.93 3.63 0.3363
H -0.55 -2.15 -1.12 0.5090
H -5.08 -3.27 -2.89 0.3396
H -0.66 3.66 6.55 0.3693
H 2.00 -4.31 -4.86 0.2692
H -6.03 -4.52 -1.15 0.3351
H 1.68 4.07 4.24 0.2835
H 3.06 -1.32 -4.10 0.5797
H -3.56 -1.27 -2.62 0.2689
H 2.97 2.78 3.58 0.0203
H 0.56 -3.43 0.21 0.5314
H 4.31 -1.73 -3.09 0.4208
H 3.72 -3.70 -4.72 0.2781
H -2.94 -2.06 -1.06 -0.3382
H -0.09 -3.10 2.30 0.5379
H -3.33 -3.56 -2.36 0.3641
H 0.60 3.88 2.80 0.4276
H -4.45 -0.57 -0.24 0.6461
```